[1]
The following is a DFT calculation (ωB97M-V/def2-TZVPD) of a molecular structure, C36H30Cl2N11NdOPSSe in a non-equilibrium geometry.

Values from the calculation:
ΔE to the lowest compared entry with this formula, charge and spin = 0.1276 eV
LUMO energy (spin up / spin down) = -2.3544 / -2.3504 eV
<S²> = 3.75
orbital gap (spin up / spin down) = 7.1336 / 7.1461 eV

```
! RIJCOSX wB97M-V def2-TZVPD def2/J DEFGRID3
* xyz 1 4
Nd -0.8497 -0.4461 -0.2590
C 2.5423 3.5758 2.8399
N 1.3830 2.7913 2.4123
C 0.1582 2.9855 2.9839
C -0.6960 2.1043 2.3280
N 0.0095 1.3820 1.4758
C 1.3029 1.8240 1.5023
P 2.7934 1.1680 0.6009
C 2.5775 -0.5778 0.9933
N 1.3449 -1.0928 1.1704
C 1.5345 -2.3762 1.5829
C 2.8523 -2.6940 1.5504
N 3.5382 -1.5212 1.2395
C 4.9181 -1.4746 0.9144
C 2.1291 0.9059 -1.1080
N 1.0796 0.2533 -1.6048
C 1.1978 0.2944 -2.9417
C 2.3389 0.9352 -3.2823
N 2.9343 1.2790 -2.1203
C 4.1699 2.0991 -2.0190
H 3.2762 2.9197 3.2365
H 2.2729 4.2585 3.6027
H 2.9532 4.0420 1.9191
H -0.0167 3.8197 3.6578
H -1.7175 2.0239 2.3476
H 0.7359 -3.1518 1.7541
H 3.3640 -3.6382 1.8142
H 5.5893 -1.8970 1.6482
H 5.2183 -0.4316 0.7855
H 5.0651 -1.9601 -0.0959
H 0.6382 -0.2163 -3.6387
H 2.8646 1.2663 -4.1774
H 4.5677 2.0204 -2.9688
H 4.7724 1.9239 -1.1616
H 3.8198 3.1521 -1.8278
Cl 1.8783 -4.5676 -1.8891
C 0.6229 -3.8949 -2.8035
C 0.4284 -4.3835 -4.0928
C -0.4168 -3.7636 -5.0005
Cl -0.4185 -4.2032 -6.6993
C -1.1089 -2.6321 -4.5502
C -1.9748 -1.8826 -5.3794
C -2.5389 -0.6976 -4.9273
C -2.4265 -0.3508 -3.5928
N -1.6811 -1.0669 -2.7475
C -0.9440 -2.2080 -3.2014
C -0.0758 -2.8173 -2.2839
O -0.0774 -2.3623 -1.0445
H 1.1154 -5.1642 -4.4911
H -2.0937 -2.1156 -6.4027
H -3.0523 -0.0841 -5.6380
H -2.7662 0.5681 -3.1553
N -3.6623 -1.4297 3.3305
C -2.5494 -1.4063 4.1586
C -2.4153 -1.7999 5.4479
C -1.1623 -1.7080 5.9911
C -0.0717 -1.2213 5.2053
C -0.2283 -0.8123 3.8953
C -1.5259 -0.9824 3.3448
N -1.9739 -0.8066 2.0159
C -3.2820 -1.0657 2.0518
C -4.2397 -1.0321 0.9614
C -5.6083 -0.8448 0.9963
S -6.2305 -0.8319 -0.6159
C -4.6317 -1.1430 -1.2153
N -3.7244 -1.2185 -0.2698
H -4.5884 -1.7436 3.5134
H -3.1633 -2.3266 5.9347
H -1.0459 -2.0282 6.9964
H 0.9515 -1.2087 5.5188
H 0.6037 -0.3673 3.3513
H -6.2934 -0.5793 1.7575
H -4.4218 -1.2900 -2.2705
Se -2.9314 1.8991 -0.6605
C -1.4820 3.1976 -0.8069
C -0.4395 3.1025 -1.7276
C 0.6899 3.9383 -1.5112
N 0.8798 4.7459 -0.4996
C -0.1828 4.9009 0.3042
C -1.3881 4.1661 0.1542
H -0.4570 2.3119 -2.4613
H 1.4908 3.8625 -2.2612
H 0.0391 5.5417 1.1766
H -2.0878 4.2590 0.9383
*
```

---

[2]
The following is a DFT calculation (ωB97M-V/def2-TZVPD) of a molecular structure, C13H14F3N2O4S.

Values from the calculation:
LUMO energy = 1.6222 eV
orbital gap = 5.8803 eV

```
! RIJCOSX wB97M-V def2-TZVPD def2/J DEFGRID3
* xyz -1 1
O 1.7980 -2.0859 2.0398
C 1.2721 -2.9275 1.3607
O 0.4519 -2.7324 0.3380
C 0.4094 -1.3918 -0.2230
C -0.7465 -0.5809 0.3466
C -2.0123 -1.3765 0.5553
C -2.7512 -1.1956 1.7766
C -3.8956 -1.8629 2.0583
C -4.3784 -2.7892 1.1017
N -5.4658 -3.5584 1.1963
S -5.5388 -4.4109 -0.1566
N -4.2344 -3.8754 -0.9354
C -3.6676 -2.9751 -0.1268
C -2.4804 -2.2460 -0.3792
H 1.4178 -3.9993 1.5536
H 1.3504 -0.8621 -0.1274
H 0.2554 -1.5384 -1.2894
H -0.9555 0.2462 -0.3269
H -0.4576 -0.1416 1.3017
H -2.3720 -0.4920 2.5064
H -4.4249 -1.7196 2.9888
H -1.9435 -2.3950 -1.3051
C 3.6711 4.2267 -1.6359
C 3.9862 2.7964 -1.2077
O 3.2520 2.3162 -0.1108
C 1.9146 1.7833 -0.3818
O 1.8215 0.9677 -1.3874
C 0.8683 2.9324 -0.4902
F 1.0766 3.9572 0.3785
F -0.3537 2.4236 -0.1731
F 0.7241 3.4898 -1.7042
H 3.5437 4.8685 -0.7629
H 4.4900 4.6186 -2.2466
H 2.7647 4.2827 -2.2348
H 5.0298 2.7720 -0.8739
H 3.9083 2.1068 -2.0548
H 1.6721 1.3685 0.6315
*
```

---

[3]
The following is a DFT calculation (ωB97M-V/def2-TZVPD) of a molecular structure, C17H27Cl3Ge2IrO2Si.

Values from the calculation:
ΔE to the lowest compared entry with this formula, charge and spin = 0.0000 eV
LUMO energy (spin up / spin down) = -8.4359 / -8.9111 eV
<S²> = 0.75
orbital gap (spin up / spin down) = 6.1438 / 5.6786 eV

```
! RIJCOSX wB97M-V def2-TZVPD def2/J DEFGRID3
* xyz 2 2
Ir 1.6556 1.0737 -1.6750
C 2.4372 0.9328 3.4592
C 2.8905 1.4030 2.0689
Ge 1.3249 1.6274 0.9111
C 0.7164 3.4864 1.0059
C 0.5210 3.8337 2.4857
C -0.0084 0.2616 1.2584
C -0.7663 -0.4637 0.4422
Ge -0.6796 -0.4254 -1.4904
C 0.7724 -1.5905 -2.1338
C 0.1193 -2.9893 -1.9133
C -1.9245 0.1869 -2.8534
C -2.9023 -0.8443 -3.4240
C -1.6474 -1.5704 0.8970
C -1.3657 -2.3459 2.0182
C -2.2016 -3.3871 2.3817
C -3.3293 -3.6805 1.6186
C -3.6164 -2.9316 0.4925
C -2.7729 -1.8825 0.1371
H 3.2956 0.8719 4.1275
H 1.9865 -0.0589 3.4185
H 1.7192 1.6157 3.9133
H 3.6327 0.7038 1.6900
H 3.3692 2.3835 2.1112
H -0.2162 3.6110 0.4586
H 1.4853 4.1189 0.5611
H -0.2029 3.1759 2.9701
H 0.1423 4.8518 2.5764
H 1.4570 3.7890 3.0418
H -0.1332 0.0594 2.3234
H 1.6952 -1.5658 -1.5507
H 0.9896 -1.4219 -3.1869
H -0.0416 -3.1978 -0.8555
H 0.7966 -3.7427 -2.3135
H -0.8333 -3.0885 -2.4354
H -1.2562 0.5427 -3.6439
H -2.4331 1.0583 -2.4458
H -2.4067 -1.7464 -3.7806
H -3.4152 -0.3964 -4.2743
H -3.6697 -1.1281 -2.7068
H -0.4672 -2.1530 2.5934
H -1.9718 -3.9832 3.2539
H -3.9792 -4.4961 1.9048
H -4.4959 -3.1493 -0.0977
H -3.0476 -1.2638 -0.7145
O 1.7916 3.0705 -1.9024
C 0.5327 3.2677 -1.9834
O -0.2315 2.2843 -1.7581
H 0.1444 4.2546 -2.2379
Cl 3.9589 -1.3219 -0.0915
Si 3.7461 0.4588 -0.9897
Cl 3.6351 0.1676 -3.0960
Cl 5.2006 1.7342 -0.5656
*
```

---

[4]
The following is a DFT calculation (ωB97M-V/def2-TZVPD) of 2 unconnected molecules or ions with the total composition C4H8F2N2 in a non-equilibrium geometry.

Values from the calculation:
ΔE to the lowest compared entry with this formula, charge and spin = 3.0236 eV
LUMO energy (spin up / spin down) = 0.5934 / 0.5931 eV
orbital gap (spin up / spin down) = 8.6713 / 8.6716 eV

```
! RIJCOSX wB97M-V def2-TZVPD def2/J DEFGRID3
* xyz 0 1
C -0.1113 1.7701 0.4602
C -0.9920 -1.7215 0.1495
C 0.1422 0.3068 0.4268
C 2.1989 0.1576 -0.3832
N -1.1755 2.1913 -0.1054
N -0.6138 -0.4737 -0.3569
F 3.0962 1.2407 -0.2112
F 2.8481 -0.9131 0.1433
H 0.5890 2.3813 1.1067
H -1.5837 -2.2385 -0.5554
H -0.1314 -2.3050 0.5828
H -1.8120 -1.4421 0.9685
H 0.4828 -0.1760 1.2967
H 2.0896 -0.0389 -1.5491
H -1.3283 3.1691 0.0775
H -0.8081 -0.3767 -1.4084
*
```

---

[5]
The following is a DFT calculation (ωB97M-V/def2-TZVPD) of a molecular structure, C62H61As2BN6Pt in a non-equilibrium geometry.

Values from the calculation:
LUMO energy = -7.4210 eV
orbital gap = 5.1581 eV

```
! RIJCOSX wB97M-V def2-TZVPD def2/J DEFGRID3
* xyz 2 1
Pt 0.1174 0.2531 0.3757
C 1.0102 2.5242 5.2587
C 1.1139 2.5024 3.7707
C 1.7698 3.4043 2.9657
C 1.5718 2.9840 1.6493
N 0.8353 1.8510 1.6707
N 0.5511 1.5770 2.9742
B -0.3468 0.4324 3.4942
N -1.7495 0.4772 2.8974
N -2.0688 0.7561 1.5891
C -3.4484 0.7219 1.5497
C -3.9290 0.4391 2.8192
C -2.8528 0.3104 3.6444
C -2.9081 0.0608 5.1136
C -4.4192 1.0751 0.4928
C -5.7851 1.0980 0.8098
C -6.7244 1.5389 -0.1022
C -6.3223 1.9988 -1.3477
C -4.9800 1.9710 -1.6716
C -4.0532 1.4777 -0.7657
N 0.2874 -0.9271 3.1847
N 1.0365 -1.0817 2.0652
C 1.5560 -2.3362 2.1216
C 1.0716 -2.9725 3.2511
C 0.3054 -2.0452 3.9269
C -0.2887 -2.2276 5.2801
C 2.6438 -2.9331 1.3395
C 2.6523 -4.3134 1.1388
C 3.7410 -4.9338 0.5549
C 4.8523 -4.1846 0.1899
C 4.8592 -2.8178 0.4106
C 3.7538 -2.1878 0.9717
C 2.0743 3.7305 0.4736
C 1.8584 3.3411 -0.8393
C 2.2900 4.1141 -1.9058
C 2.9970 5.2832 -1.6806
C 3.2536 5.6741 -0.3734
C 2.7836 4.9173 0.6859
H 1.6076 3.3474 5.6431
H -0.0210 2.6722 5.5801
H 1.3734 1.5970 5.6998
H 2.3146 4.2633 3.3115
H -0.4369 0.5589 4.6700
H -4.9552 0.3636 3.1246
H -3.9480 0.0952 5.4319
H -2.5113 -0.9115 5.3705
H -2.3538 0.8112 5.6758
H -6.1263 0.7731 1.7791
H -7.7718 1.5494 0.1686
H -7.0509 2.3709 -2.0557
H -4.6532 2.3504 -2.6272
H -3.0133 1.4154 -0.9990
H 1.3328 -3.9600 3.5933
H 0.3228 -2.9326 5.8401
H -0.3340 -1.2949 5.8348
H -1.2909 -2.6510 5.2137
H 1.7917 -4.9002 1.4383
H 3.7362 -6.0068 0.4116
H 5.7218 -4.6717 -0.2321
H 5.7469 -2.2445 0.1864
H 3.7873 -1.1361 1.2255
H 1.3245 2.4233 -1.0189
H 2.0572 3.8253 -2.9246
H 3.3407 5.8846 -2.5117
H 3.8167 6.5772 -0.1771
H 2.9714 5.2667 1.6898
C 0.6642 0.5367 -3.3525
C 2.0250 0.6950 -2.7751
As 2.1727 -0.3367 -1.1476
C 2.0172 -2.1054 -1.9123
C 1.1881 -3.0659 -1.3487
C 1.1002 -4.3249 -1.9266
C 1.8301 -4.6241 -3.0654
C 2.6199 -3.6486 -3.6597
C 2.7120 -2.3896 -3.0923
C 4.0101 0.1791 -0.8149
C 4.2614 1.2644 0.0145
C 5.5450 1.7848 0.0905
C 6.5643 1.2233 -0.6649
C 6.3076 0.1247 -1.4757
C 5.0307 -0.4126 -1.5474
As -0.6836 0.9639 -2.0366
C -0.8518 2.8874 -2.1610
C -0.7545 3.5078 -3.4038
C -0.8117 4.8919 -3.4870
C -0.9496 5.6550 -2.3368
C -1.0218 5.0379 -1.0947
C -0.9679 3.6582 -1.0045
C -2.1399 0.0847 -2.9495
C -2.2786 -1.2933 -2.8019
C -3.2302 -1.9660 -3.5530
C -4.0364 -1.2678 -4.4413
C -3.8760 0.1006 -4.6016
C -2.9279 0.7846 -3.8563
H 0.4616 -0.4894 -3.6634
H 0.4941 1.1793 -4.2169
H 2.2720 1.7273 -2.5465
H 2.8099 0.3292 -3.4379
H 0.5995 -2.8309 -0.4765
H 0.4620 -5.0758 -1.4803
H 1.7743 -5.6130 -3.5015
H 3.1673 -3.8662 -4.5670
H 3.3138 -1.6382 -3.5853
H 3.4687 1.6948 0.6072
H 5.7453 2.6275 0.7391
H 7.5647 1.6317 -0.6136
H 7.1032 -0.3203 -2.0585
H 4.8533 -1.2936 -2.1486
H -0.6374 2.9303 -4.3125
H -0.7391 5.3712 -4.4544
H -0.9930 6.7339 -2.4083
H -1.1082 5.6310 -0.1940
H -0.9906 3.1857 -0.0296
H -1.6484 -1.8334 -2.1130
H -3.3378 -3.0381 -3.4494
H -4.7876 -1.7931 -5.0165
H -4.4890 0.6408 -5.3107
H -2.8031 1.8494 -3.9971
C -2.1655 -4.6593 -0.0898
C -2.6728 -3.3706 0.5651
C -4.0654 -3.0058 0.0349
C -2.7285 -3.5466 2.0919
C -1.7369 -2.2662 0.2786
C -0.9881 -1.3479 0.0698
H -2.8383 -5.4850 0.1476
H -1.1683 -4.9098 0.2786
H -2.1212 -4.5534 -1.1764
H -4.7756 -3.7933 0.2940
H -4.0544 -2.8938 -1.0494
H -4.4112 -2.0677 0.4712
H -3.4440 -4.3309 2.3477
H -3.0450 -2.6171 2.5705
H -1.7474 -3.8263 2.4814
*
```

---

[6]
The following is a DFT calculation (ωB97M-V/def2-TZVPD) of a molecular structure, C16H25ClI2LuN3P2 in a non-equilibrium geometry.

Values from the calculation:
ΔE to the lowest compared entry with this formula, charge and spin = 5.1189 eV
LUMO energy (spin up / spin down) = -9.3783 / -8.6348 eV
orbital gap (spin up / spin down) = 4.1439 / 4.8803 eV

```
! RIJCOSX wB97M-V def2-TZVPD def2/J DEFGRID3
* xyz 2 1
I -2.0032 1.7904 -0.2161
I -2.3615 -1.6825 0.7374
Lu 0.4965 0.0370 -3.0139
P -2.9577 -0.1937 -2.3113
C -4.3326 0.0131 -1.1091
C -3.4246 1.2024 -3.3998
H -4.4844 1.0809 -3.6901
H -4.7788 -1.2749 -3.4866
H -2.7841 1.2354 -4.3023
H -3.2223 -1.5261 -4.3917
H -4.2409 0.9523 -0.5981
H -3.2841 2.1492 -2.8715
C -3.7028 -1.5070 -3.3831
H -5.2844 -0.0725 -1.6126
H -3.5659 -2.4983 -2.9319
H -4.3048 -0.7410 -0.2707
P 3.0587 -0.1891 -2.3559
C 4.1796 -0.0253 -0.9194
C 3.7125 -1.5914 -3.3020
H 2.8527 1.2915 -4.3367
H 4.5485 1.1527 -3.7191
H 3.3598 2.2056 -2.8843
C 3.4823 1.2434 -3.4250
H 3.1487 -1.7455 -4.2501
H 4.7972 -1.4445 -3.5352
H 5.2444 -0.0340 -1.2020
H 4.0224 -0.8615 -0.2307
H 3.5887 -2.5154 -2.6979
H 3.9333 0.8803 -0.3536
Cl 0.3383 0.4315 -5.4242
N -1.2643 2.2182 8.4230
C -0.9882 1.7531 7.3851
C -0.6064 1.1562 6.1251
C -1.2355 1.5752 4.9037
C -0.8684 0.9596 3.7125
C 0.1033 -0.0426 3.6261
C 0.6974 -0.4394 4.8516
C 0.3478 0.1710 6.0565
N 0.5138 -0.5140 2.4147
C 1.5984 -1.3796 2.1205
C 1.7960 -1.4053 0.7739
N 0.8740 -0.5787 0.1606
C 0.0763 -0.1714 1.1329
H -1.9344 2.3607 4.9394
H -1.3422 1.3100 2.7960
H 1.4776 -1.2396 4.8747
H 0.8384 -0.1295 6.9854
H 2.1032 -1.9496 2.9111
H 2.5198 -1.9662 0.2698
H -0.7382 0.5490 1.0247
*
```

---

[7]
The following is a DFT calculation (ωB97M-V/def2-TZVPD) of a gas-phase ion, C8H10FOS (charge +1) in a non-equilibrium geometry.

Values from the calculation:
ΔE to the lowest compared entry with this formula, charge and spin = 0.0000 eV
LUMO energy = -3.8400 eV
orbital gap = 9.9341 eV

```
! RIJCOSX wB97M-V def2-TZVPD def2/J DEFGRID3
* xyz 1 1
C 1.3953 -1.6885 2.1880
C 0.1210 -2.0360 1.9296
C 1.9686 -0.6606 1.4883
C -0.6372 -1.3819 0.9374
C 1.1920 0.0408 0.5967
C -0.1407 -0.3859 0.2253
C -0.9682 2.2346 -0.4067
C -0.4209 0.3601 -2.6151
O -2.4232 0.0316 -0.7955
F 1.7016 1.1855 -0.0974
S -1.0597 0.4816 -0.9492
H 2.1310 -2.1571 2.9354
H -0.3646 -2.9944 2.3959
H 2.9338 -0.1351 1.6253
H -1.6012 -1.7261 0.6875
H -1.7881 2.6363 0.2459
H -1.1189 2.8694 -1.3350
H -0.0171 2.3956 0.0400
H -0.4652 -0.6665 -3.0652
H 0.5775 0.8196 -2.5799
H -1.0156 0.7769 -3.4512
*
```

---

[8]
The following is a DFT calculation (ωB97M-V/def2-TZVPD) of 21 unconnected molecules or ions with the total composition H43O21 in a non-equilibrium geometry.

Values from the calculation:
ΔE to the lowest compared entry with this formula, charge and spin = 4.1565 eV
LUMO energy = -2.7908 eV
orbital gap = 10.2214 eV

```
! RIJCOSX wB97M-V def2-TZVPD def2/J DEFGRID3
* xyz 1 1
O 3.4285 0.7163 1.1665
H 4.3000 0.6857 1.5608
H 3.4071 0.7816 0.2181
O 4.6399 1.2631 -1.9953
H 4.9188 0.5051 -1.4696
H 4.7493 2.0147 -1.4068
O -3.7370 0.9728 1.4988
H -4.6035 1.0831 1.9232
H -3.3828 0.6416 2.3472
O -0.9291 1.1637 0.4778
H 2.6863 -2.3089 0.0981
H -0.7728 0.1101 -4.0441
O -4.1402 -2.6924 -1.5141
H -3.9930 -2.6913 -0.5600
H -3.7363 -1.8456 -1.7290
O 3.4097 -1.6863 0.3790
H -1.8376 0.8293 0.5621
H 4.0442 -2.0351 -0.2592
O 2.0940 -3.3081 -1.2561
H 1.9524 -2.6327 -1.9414
H 2.4037 -4.1510 -1.5871
O 0.7126 0.0366 -1.3819
H 1.5307 -0.3172 -1.0354
H 0.0185 -0.6363 -1.4671
O -2.0209 -1.7658 3.1101
H -2.1902 -1.8298 2.1602
H -2.1854 -2.6949 3.3237
O -0.7374 0.3484 3.3387
H -0.1883 0.5323 4.1101
H -1.4533 0.9788 3.3981
O 2.1478 3.3008 -0.2877
H 2.2534 4.2467 -0.3516
H 2.4034 3.0565 0.6105
O -0.9912 -2.0281 -2.1278
H -1.2990 -2.5255 -1.3567
H -0.7971 -2.7790 -2.6907
O -0.2104 3.5583 0.5415
H 0.2970 3.0134 1.2298
H -1.1500 3.2700 0.5591
O -1.8355 3.7332 -1.8410
H -2.6189 3.4749 -1.3533
H 0.1253 2.9033 -0.1242
O -2.9784 0.2046 -1.0565
H -2.7263 0.3842 -1.9736
H -1.7847 3.3532 -2.7112
O 1.2434 -3.2485 2.8093
H -0.6109 0.5236 -0.1671
O 0.1645 -5.0366 1.3745
H 1.0133 -4.6304 1.2442
H -0.2889 -4.5897 2.0864
O 0.8968 1.8630 2.3190
H 0.3587 1.0245 2.2524
H 1.8415 1.7328 2.4132
O -0.7305 1.0331 -4.3278
H -3.9425 0.1785 -1.1162
H 0.0374 1.2944 -3.8076
O 1.7880 -1.6042 -3.4522
H 2.4240 -1.8880 -4.1200
H 1.9065 -0.6498 -3.3732
O -2.2835 3.2539 2.1195
H -2.7050 3.7751 2.7970
H -2.8464 2.5907 1.6869
H 1.3188 -2.5460 3.4537
H 1.5160 -2.8060 1.9942
*
```